82
Properties=species:S:1:pos:R:3 method="wB97M-V/def2-TZVPD" de_lowest_kj_mol=0.0 gap_ha="0.234 / 0.234" multiplicity=1 homo_energy_ev="-4.091 / -4.093" total_energy_ha=-8302.69213 total_charge=-1
Ir -1.317 1.087 0.032
C 3.163 0.772 -5.164
C 2.460 0.813 -3.832
C 2.749 -0.099 -2.820
C 2.131 -0.005 -1.593
C 1.185 0.985 -1.296
N 0.636 1.026 0.024
C 1.504 0.783 1.080
C 2.874 1.090 0.930
C 3.819 0.761 1.873
C 3.456 0.119 3.054
C 4.476 -0.299 4.082
C 2.103 -0.062 3.269
C 1.117 0.272 2.335
C -0.355 0.213 2.734
O -1.255 -0.042 1.741
C -0.625 -0.912 3.805
F -1.924 -1.228 3.883
F 0.017 -2.057 3.497
F -0.251 -0.588 5.062
C -0.670 1.586 3.438
F -0.578 2.599 2.585
F -1.913 1.584 3.959
F 0.176 1.868 4.454
C 0.823 1.846 -2.342
C 1.490 1.763 -3.566
C -0.268 2.887 -2.117
O -0.794 2.859 -0.872
C -1.427 2.705 -3.168
F -2.135 1.603 -2.903
F -2.279 3.745 -3.119
F -1.035 2.589 -4.457
C 0.316 4.323 -2.323
F 1.572 4.408 -1.847
F -0.401 5.254 -1.699
F 0.375 4.683 -3.629
H 3.906 -0.026 -5.191
H 3.674 1.716 -5.368
H 2.458 0.603 -5.981
H 3.480 -0.884 -2.987
H 2.396 -0.707 -0.816
H 3.183 1.604 0.031
H 4.858 1.019 1.692
H 5.462 -0.412 3.629
H 4.204 -1.251 4.542
H 4.565 0.437 4.886
H 1.807 -0.470 4.226
H 1.251 2.480 -4.340
C -1.005 -3.883 0.281
S 0.053 -2.436 0.377
O -0.373 -1.561 -0.754
C 1.555 -3.242 -0.164
C 1.760 -3.497 -1.513
C 2.953 -4.073 -1.915
C 3.932 -4.382 -0.975
C 3.720 -4.116 0.369
C 2.525 -3.537 0.780
H -0.955 -4.274 -0.734
H -2.013 -3.536 0.507
H -0.673 -4.622 1.011
H 0.999 -3.207 -2.227
H 3.129 -4.268 -2.966
H 4.868 -4.821 -1.298
H 4.490 -4.340 1.096
H 2.350 -3.298 1.824
Br -3.180 2.572 0.716
C -4.382 -0.502 2.475
N -5.156 0.051 1.376
C -6.321 0.769 1.490
C -6.629 1.223 0.256
N -5.642 0.770 -0.589
C -5.480 1.155 -1.982
C -4.728 0.072 0.108
Se -3.139 -0.666 -0.577
H -4.883 -0.249 3.406
H -3.384 -0.070 2.453
H -4.301 -1.582 2.368
H -6.810 0.917 2.435
H -7.436 1.844 -0.086
H -6.455 1.427 -2.381
H -5.060 0.322 -2.537
H -4.792 1.999 -2.044